<i>
Molecular formula: H24O12
Method: DFT, ωB97M-V with the def2-TZVPD basis set

Each line ends with the Löwdin charge.
Atoms and positions in Å:
H  -0.059  -1.732  0.010  0.0321
H  0.579  -0.365  -0.179  0.0095
H  0.692  2.396  3.221  0.0548
H  0.198  2.505  1.788  0.0510
H  0.993  -0.049  2.916  0.0630
H  1.969  1.018  2.448  0.0436
H  -3.881  0.459  0.969  0.0223
H  -4.002  1.707  1.830  0.0273
H  -0.650  -4.953  3.221  0.0367
H  -1.457  -4.140  2.222  0.0184
H  1.219  0.430  -3.928  0.0891
H  0.641  -0.501  -2.875  0.0524
H  1.670  -2.606  -0.644  0.0309
H  1.944  -1.309  0.101  -0.0141
H  -0.734  1.400  -0.974  -0.0214
H  -0.991  2.806  -0.457  0.0403
H  -2.311  -2.172  0.408  0.0250
H  -2.102  -1.944  -1.081  0.0241
H  3.884  0.638  0.391  0.0094
H  4.743  1.766  -0.156  0.0330
H  -2.001  -0.307  -3.261  0.0355
H  -1.394  0.563  -2.172  -0.0233
H  1.309  1.548  -1.596  0.0772
H  0.907  2.782  -2.387  0.0805
O  -0.237  -0.790  0.107  -0.0425
O  0.200  1.912  2.548  -0.0710
O  1.407  0.306  2.121  -0.0943
O  -3.571  1.370  1.036  -0.0579
O  -1.502  -4.517  3.108  -0.0550
O  0.996  0.388  -2.991  -0.1077
O  2.344  -2.158  -0.119  -0.0411
O  -1.446  2.018  -0.774  -0.0610
O  -2.604  -1.618  -0.325  -0.0522
O  4.798  0.939  0.336  -0.0502
O  -2.232  0.357  -2.601  -0.0428
O  0.683  1.853  -2.262  -0.1220

***

<ii>
Molecular formula: H24O12
Method: DFT, ωB97M-V with the def2-TZVPD basis set

Summary:
- SMILES string = O.O.O.O.O.O.O.O.O.O.O.O

Each line ends with the Löwdin charge.
Atoms and positions in Å:
O  -0.011  -0.537  -1.506  -0.1179
H  -0.429  0.269  -1.182  0.0408
H  0.743  -0.222  -2.016  0.0384
O  -0.192  -2.318  -1.680  -0.1097
H  0.192  -2.276  -2.563  0.0471
H  -0.559  -3.208  -1.626  0.0411
O  2.626  2.598  -0.736  -0.0583
H  2.038  1.839  -0.656  0.0099
H  2.224  3.133  -1.430  0.0306
O  2.159  -2.198  0.970  -0.0538
H  2.959  -2.431  0.485  0.0337
H  2.101  -2.867  1.661  0.0220
O  0.059  1.414  -2.861  -0.0563
H  0.966  1.197  -3.107  0.0516
H  0.150  1.893  -2.029  0.0325
O  2.657  1.584  1.875  -0.0545
H  2.838  0.664  1.653  0.0304
H  3.364  1.821  2.487  0.0388
O  -0.551  1.940  2.640  -0.0466
H  -0.614  2.676  2.021  0.0236
H  -0.070  2.307  3.391  0.0461
O  -2.287  1.630  0.443  -0.0407
H  -2.183  2.437  0.960  0.0547
H  -2.251  0.925  1.099  0.0326
O  -2.634  -1.109  2.028  -0.0415
H  -2.577  -2.060  1.882  0.0369
H  -3.255  -0.806  1.356  0.0430
O  2.904  -2.389  -3.755  -0.0585
H  2.322  -2.826  -4.387  0.0340
H  3.734  -2.873  -3.827  0.0355
O  -0.297  -2.216  2.964  -0.0465
H  -0.736  -2.324  2.113  0.0124
H  -0.032  -3.111  3.206  0.0366
O  -4.683  1.939  -0.173  -0.0870
H  -5.173  1.400  -0.805  0.0284
H  -3.759  1.744  -0.365  -0.0292

***

<iii>
Molecular formula: H24O12
Method: DFT, ωB97M-V with the def2-TZVPD basis set

Summary:
- SMILES string = O.O.O.O.O.O.O.O.O.O.O.O

Each line ends with the Löwdin charge.
Atoms and positions in Å:
O  0.442  -0.075  0.313  -0.0479
H  -0.166  -0.404  -0.368  0.0414
H  0.916  0.654  -0.113  0.0698
O  -0.198  0.433  -2.967  -0.0720
H  -0.473  -0.517  -3.053  0.0006
H  0.748  0.426  -3.140  0.0374
O  -0.504  2.943  0.422  -0.0427
H  -0.196  2.314  1.086  0.0056
H  -0.240  3.804  0.767  0.0696
O  -2.590  -0.780  -0.592  -0.0411
H  -2.966  -1.618  -0.293  0.0666
H  -3.306  -0.340  -1.078  0.0816
O  3.225  2.134  1.972  -0.0839
H  2.303  1.881  2.181  -0.0168
H  3.646  1.320  1.668  0.0105
O  -2.362  2.299  -1.510  -0.0853
H  -1.832  1.511  -1.687  -0.0175
H  -1.840  2.790  -0.843  0.0013
O  -0.324  -3.708  -0.704  -0.0447
H  0.362  -3.456  -0.062  0.0389
H  -1.152  -3.560  -0.235  0.0436
O  4.488  0.372  -0.495  -0.0504
H  3.778  0.796  -0.989  0.0314
H  5.271  0.495  -1.043  0.0416
O  1.229  -2.381  1.799  -0.0628
H  0.924  -1.547  1.385  -0.0034
H  0.772  -2.421  2.646  0.0412
O  -0.865  -2.234  -3.085  -0.0625
H  -0.745  -2.522  -2.153  0.0127
H  -1.667  -2.673  -3.385  0.0611
O  -2.369  0.718  1.739  -0.0640
H  -3.161  0.515  2.247  0.0380
H  -2.461  0.206  0.910  -0.0139
O  0.721  1.136  2.810  -0.0558
H  0.409  0.852  3.675  0.0683
H  0.181  0.635  2.173  0.0035

***

<iv>
Molecular formula: H24O12
Method: DFT, ωB97M-V with the def2-TZVPD basis set

Summary:
- SMILES string = O.O.O.O.O.O.O.O.O.O.O.O

Each line ends with the Löwdin charge.
Atoms and positions in Å:
O  0.677  3.657  -2.248  -0.0345
H  0.779  2.747  -1.892  -0.0059
H  0.693  3.520  -3.159  -0.0110
O  2.049  1.303  -1.215  -0.0267
H  2.307  1.002  -2.052  0.0387
H  2.623  0.904  -0.547  0.0788
O  1.887  -1.668  1.074  -0.0647
H  2.880  -1.796  1.054  0.1141
H  1.735  -0.736  1.372  0.0235
O  -3.418  -0.697  1.937  -0.0751
H  -3.384  -0.007  1.193  0.0264
H  -4.248  -1.114  2.084  0.0361
O  0.875  2.846  0.798  -0.0640
H  1.506  2.334  0.260  -0.0081
H  0.039  2.364  0.741  0.0100
O  1.896  0.717  2.468  -0.0267
H  2.262  0.020  2.995  0.0429
H  0.963  0.688  2.673  0.0563
O  -0.606  0.536  0.385  -0.0288
H  -0.235  0.587  -0.489  0.0086
H  -0.702  -0.362  0.518  -0.0439
O  -3.183  0.563  -0.363  -0.0395
H  -2.307  0.860  -0.139  -0.0035
H  -3.768  1.308  -0.135  0.0830
O  1.051  -1.817  -1.332  -0.0779
H  1.377  -1.760  -0.404  -0.0438
H  1.814  -1.519  -1.856  0.0323
O  -0.639  0.806  -2.446  -0.0096
H  0.169  0.334  -2.445  -0.0076
H  -0.591  1.447  -3.149  0.0476
O  0.124  -4.169  0.779  -0.0790
H  0.886  -4.168  1.312  -0.0179
H  -0.216  -3.235  0.688  -0.0083
O  -1.388  -1.941  0.606  -0.0682
H  -2.144  -1.708  1.216  0.0550
H  -1.773  -1.833  -0.282  0.0916

***

<iii> takes first place; second place is 26.9 kcal/mol up.

***

<i>
Molecular formula: C4H10NS
Method: DFT, ωB97M-V with the def2-TZVPD basis set

Summary:
- total charge = +1

Each line ends with the Löwdin charge.
Atoms and positions in Å:
C  0.562  -2.973  -2.422  -0.3551
C  0.131  -0.790  -1.130  -0.4731
C  -0.616  1.447  1.880  -0.0707
C  0.243  1.068  0.626  -0.2069
N  -0.560  -0.009  -0.108  -0.0985
S  -0.328  -2.378  -1.239  1.0493
H  0.363  -3.948  -2.807  0.0194
H  1.313  -2.437  -3.047  0.0677
H  1.079  -0.501  -1.657  0.1087
H  -1.548  2.090  1.634  0.1153
H  -0.926  0.382  2.182  0.0892
H  0.108  1.908  2.616  0.1053
H  1.312  0.777  0.961  0.1613
H  0.321  1.955  0.006  0.1183
H  -1.353  0.684  -0.378  0.2049
H  -0.997  -0.614  0.665  0.1648

***

<ii>
Molecular formula: C4H10NS
Method: DFT, ωB97M-V with the def2-TZVPD basis set

Summary:
- total charge = +1

Each line ends with the Löwdin charge.
Atoms and positions in Å:
C  0.092  0.434  -1.551  0.0989
C  0.930  -0.361  0.183  -0.0585
C  -0.314  0.464  -0.117  -0.8992
C  -0.481  1.673  0.687  -0.1226
N  0.796  -1.828  0.079  0.1195
S  -1.857  -0.615  -0.066  0.8420
H  0.787  1.258  -1.768  0.1138
H  -0.316  -0.368  -2.131  0.0721
H  1.884  -0.030  0.091  0.0913
H  -0.820  1.552  1.758  0.1012
H  -1.266  2.441  0.425  0.1070
H  0.541  2.300  0.654  0.1445
H  -0.303  -1.868  0.455  0.1216
H  1.369  -2.229  0.804  0.1556
H  1.025  -2.093  -0.850  0.1413
H  -2.066  -0.729  1.346  -0.0285

***

<iii>
Molecular formula: C4H10NS
Method: DFT, ωB97M-V with the def2-TZVPD basis set

Summary:
- total charge = +1

Each line ends with the Löwdin charge.
Atoms and positions in Å:
C  0.673  -1.427  -0.205  -0.2089
C  1.850  -0.492  0.113  -0.2669
C  -0.424  -0.584  0.182  -0.3576
C  -2.930  0.542  0.214  -0.3559
N  1.568  0.798  -0.420  0.0524
S  -1.835  -0.445  -0.675  1.1076
H  0.542  -1.773  -1.183  0.1003
H  0.687  -2.412  0.358  0.1752
H  2.069  -0.425  1.205  0.1426
H  2.802  -0.952  -0.241  0.1333
H  -0.450  -0.090  1.137  0.1039
H  -2.596  0.544  1.322  0.0990
H  -3.938  -0.054  0.172  0.1071
H  -3.059  1.508  -0.158  0.0325
H  2.272  1.395  -0.166  0.0663
H  1.657  0.865  -1.371  0.0691

***

<iii> takes first place; second place is 43.0 kcal/mol up.

***

<i>
Molecular formula: C4H10NS
Method: DFT, ωB97M-V with the def2-TZVPD basis set

Summary:
- total charge = +1

Each line ends with the Löwdin charge.
Atoms and positions in Å:
C  -1.750  -1.106  -0.183  -0.2841
C  -0.880  0.103  -0.091  -0.4348
C  2.362  2.184  -0.868  -0.0414
C  -0.334  -2.035  1.520  0.1941
N  -1.259  -2.188  0.631  0.0334
S  -1.468  1.624  -0.448  0.9176
H  -2.808  -1.024  -0.025  0.1299
H  -1.511  -1.502  -1.190  0.1590
H  2.357  1.178  -1.275  0.0198
H  2.494  3.019  -1.589  0.0454
H  1.512  2.371  -0.258  -0.0448
H  -0.061  -1.123  1.963  0.0958
H  3.265  2.163  -0.247  0.0285
H  -0.035  -2.907  2.119  0.1361
H  -1.521  -3.126  0.336  0.1844
H  -0.364  2.369  -0.396  -0.1390

***

<ii>
Molecular formula: C4H10NS
Method: DFT, ωB97M-V with the def2-TZVPD basis set

Summary:
- total charge = +1

Each line ends with the Löwdin charge.
Atoms and positions in Å:
C  -1.874  -0.615  -0.598  0.1189
C  -0.054  0.400  0.222  0.1484
C  -3.109  0.146  -0.498  -0.1627
C  2.375  0.259  0.660  -0.4888
N  1.219  -0.487  0.104  -0.1243
S  3.792  -0.081  -0.479  0.7963
H  -1.702  -1.329  -1.433  0.0699
H  -0.100  0.397  1.234  -0.0023
H  -3.589  0.485  -1.419  0.0942
H  -3.039  1.062  0.129  0.0986
H  -3.778  -0.419  0.148  0.1025
H  2.216  1.332  0.738  0.0909
H  2.446  -0.151  1.726  0.1338
H  0.832  -1.385  0.341  0.1570
H  1.598  -0.541  -0.852  0.0885
H  3.258  0.574  -1.504  -0.1208

***

<i> takes first place; second place is 90.7 kcal/mol up.